a.
A cluster of 11 separate species, C44H121N11O11 in total, computed with ωB97M-V/def2-TZVPD.

The calculation puts the orbital gap at 9.204 eV. As for the structure (SMILES): COC[C@H](C)N.COC[C@H](C)N.COC[C@H](C)N.COC[C@H](C)N.COC[C@H](C)N.COC[C@H](C)N.COC[C@H](C)N.COC[C@H](C)N.COC[C@H](C)N.COC[C@H](C)N.COC[C@H](C)N.

Geometry as ORCA input:
```
! wB97M-V def2-TZVPD RIJCOSX def2/J DEFGRID3
* xyz 0 1
C -4.189 -1.542 -7.460
O -4.405 -2.679 -8.319
C -5.007 -3.806 -7.689
C -4.936 -5.119 -8.467
C -5.165 -4.823 -9.970
N -5.804 -6.109 -7.889
H -5.125 -1.108 -7.108
H -3.640 -0.792 -8.031
H -3.536 -1.853 -6.645
H -4.527 -3.881 -6.713
H -6.011 -3.440 -7.474
H -3.924 -5.494 -8.313
H -6.144 -4.371 -10.129
H -4.954 -5.666 -10.628
H -4.504 -4.048 -10.358
H -5.566 -7.000 -8.299
H -5.536 -6.284 -6.931
C -10.430 1.104 -4.037
O -9.605 0.439 -3.102
C -9.695 -1.010 -3.006
C -8.767 -1.548 -1.895
C -7.306 -1.558 -2.391
N -9.128 -2.925 -1.681
H -11.453 0.801 -3.816
H -10.333 0.706 -5.047
H -10.283 2.170 -3.864
H -10.700 -1.229 -2.644
H -9.536 -1.428 -4.001
H -8.730 -0.948 -0.986
H -6.945 -0.574 -2.688
H -7.321 -2.211 -3.264
H -6.686 -2.038 -1.634
H -10.129 -3.006 -1.576
H -8.947 -3.384 -2.563
C -1.920 2.439 -2.452
O -1.229 1.239 -2.178
C -1.499 0.795 -0.850
C -0.671 -0.482 -0.459
C 0.821 -0.351 -0.630
N -0.983 -1.474 -1.495
H -1.524 3.244 -1.833
H -2.973 2.281 -2.218
H -1.825 2.670 -3.513
H -1.250 1.612 -0.172
H -2.525 0.471 -0.680
H -0.916 -0.812 0.550
H 1.142 0.049 -1.592
H 1.345 -1.283 -0.420
H 1.265 0.310 0.115
H -0.094 -1.910 -1.694
H -1.228 -0.913 -2.298
C 2.481 -5.453 -3.586
O 2.471 -4.143 -4.192
C 2.944 -4.081 -5.542
C 2.892 -2.533 -5.883
C 1.513 -1.946 -6.128
N 3.729 -2.257 -7.069
H 1.743 -6.056 -4.116
H 2.216 -5.411 -2.530
H 3.490 -5.865 -3.619
H 3.943 -4.517 -5.572
H 2.274 -4.722 -6.114
H 3.344 -1.998 -5.048
H 0.929 -2.264 -6.993
H 1.699 -0.883 -6.281
H 0.907 -2.078 -5.232
H 3.646 -1.265 -7.245
H 3.185 -2.634 -7.833
C -2.629 9.937 -1.254
O -1.807 11.132 -1.415
C -0.738 11.258 -0.543
C -0.273 12.690 -0.383
C 0.137 13.359 -1.716
N 0.877 12.900 0.499
H -3.615 10.175 -1.654
H -2.591 9.743 -0.182
H -2.221 9.033 -1.706
H -0.968 10.922 0.468
H 0.033 10.536 -0.810
H -1.082 13.193 0.146
H 0.735 12.730 -2.376
H 0.761 14.239 -1.562
H -0.763 13.668 -2.247
H 1.144 13.869 0.392
H 1.677 12.390 0.153
C 2.658 6.354 0.954
O 3.256 6.281 -0.389
C 3.260 4.969 -0.931
C 3.611 4.870 -2.439
C 2.635 5.734 -3.321
N 3.552 3.529 -2.945
H 1.607 6.067 0.979
H 2.702 7.423 1.161
H 3.319 5.842 1.653
H 4.099 4.429 -0.491
H 2.286 4.489 -0.841
H 4.649 5.179 -2.565
H 1.585 5.527 -3.115
H 2.878 5.511 -4.360
H 2.947 6.748 -3.070
H 4.371 3.019 -2.643
H 2.760 3.181 -2.424
C 6.089 4.421 6.392
O 5.096 3.469 5.979
C 5.604 2.320 5.392
C 6.001 1.143 6.363
C 6.573 -0.014 5.553
N 4.923 0.674 7.146
H 6.727 4.016 7.179
H 5.638 5.278 6.893
H 6.681 4.749 5.538
H 4.803 1.922 4.768
H 6.459 2.598 4.776
H 6.764 1.524 7.041
H 7.317 0.450 4.905
H 5.748 -0.468 5.003
H 7.099 -0.767 6.139
H 4.326 1.354 7.595
H 5.146 0.042 7.902
C 1.082 -6.984 9.885
O 1.377 -5.677 9.444
C 0.957 -5.452 8.033
C 1.652 -4.235 7.430
C 1.273 -3.966 5.928
N 3.023 -4.629 7.443
H 1.555 -7.773 9.300
H 0.005 -7.144 9.942
H 1.486 -7.116 10.889
H 1.127 -6.283 7.348
H -0.126 -5.333 8.073
H 1.441 -3.341 8.017
H 0.231 -4.154 5.665
H 1.743 -4.697 5.271
H 1.595 -2.948 5.713
H 3.305 -4.597 8.413
H 3.449 -3.773 7.117
C -2.726 -6.563 2.515
O -2.542 -7.932 2.628
C -1.117 -8.352 2.936
C -0.955 -9.878 3.389
C -1.704 -10.178 4.707
N 0.460 -10.163 3.530
H -2.677 -6.261 3.561
H -3.718 -6.222 2.221
H -1.955 -5.949 2.050
H -0.481 -8.311 2.052
H -0.596 -7.768 3.695
H -1.502 -10.523 2.702
H -1.047 -9.966 5.551
H -2.095 -11.185 4.852
H -2.630 -9.604 4.744
H 0.660 -11.013 4.037
H 0.908 -9.454 4.092
C -6.345 4.240 1.194
O -5.385 5.140 1.625
C -4.735 4.882 2.872
C -5.693 5.004 4.124
C -6.586 6.281 4.061
N -4.888 5.060 5.346
H -5.929 3.238 1.092
H -6.636 4.654 0.229
H -7.218 4.152 1.842
H -4.163 3.956 2.944
H -3.884 5.560 2.928
H -6.263 4.076 4.083
H -7.389 6.252 3.323
H -5.983 7.146 3.785
H -7.059 6.611 4.986
H -4.400 5.902 5.079
H -4.199 4.331 5.229
C 11.862 -3.091 0.437
O 10.520 -3.122 0.118
C 10.085 -2.033 -0.624
C 8.589 -1.793 -0.519
C 7.736 -2.889 -1.225
N 8.249 -0.588 -1.245
H 11.952 -3.662 1.361
H 12.136 -2.134 0.880
H 12.558 -3.356 -0.359
H 10.594 -1.133 -0.280
H 10.454 -2.184 -1.638
H 8.291 -1.749 0.529
H 7.922 -2.832 -2.298
H 6.671 -2.684 -1.121
H 8.040 -3.830 -0.766
H 8.383 -0.772 -2.229
H 9.033 0.031 -1.101
*
```

b.
A cluster of 11 separate species, C44H121N11O11 in total, computed with ωB97M-V/def2-TZVPD.

The calculation puts the orbital gap at 9.127 eV. As for the structure (SMILES): COC[C@H](C)N.COC[C@H](C)N.COC[C@H](C)N.COC[C@H](C)N.COC[C@H](C)N.COC[C@H](C)N.COC[C@H](C)N.COC[C@H](C)N.COC[C@H](C)N.COC[C@H](C)N.COC[C@H](C)N.

Geometry as ORCA input:
```
! wB97M-V def2-TZVPD RIJCOSX def2/J DEFGRID3
* xyz 0 1
C 9.231 -20.013 -23.338
O 8.398 -20.511 -22.322
C 8.723 -19.963 -21.047
C 10.003 -20.566 -20.471
C 9.928 -22.111 -20.358
N 10.455 -20.006 -19.192
H 8.914 -20.221 -24.359
H 10.257 -20.373 -23.209
H 9.290 -18.915 -23.307
H 8.714 -18.870 -21.073
H 7.834 -20.215 -20.460
H 10.776 -20.360 -21.214
H 10.549 -22.484 -19.542
H 10.434 -22.586 -21.206
H 8.930 -22.537 -20.267
H 11.035 -20.650 -18.669
H 9.655 -19.949 -18.556
C 7.962 -17.194 -18.516
O 7.146 -16.273 -19.227
C 6.156 -16.930 -20.006
C 5.560 -15.896 -20.952
C 4.657 -14.872 -20.203
N 4.801 -16.544 -22.065
H 7.409 -17.816 -17.813
H 8.816 -16.640 -18.131
H 8.437 -17.889 -19.218
H 6.682 -17.645 -20.649
H 5.371 -17.463 -19.461
H 6.329 -15.270 -21.414
H 4.109 -14.196 -20.860
H 5.295 -14.292 -19.536
H 3.923 -15.458 -19.643
H 4.209 -15.790 -22.409
H 4.097 -17.031 -21.494
C 12.872 -26.255 -16.988
O 11.778 -25.582 -17.547
C 10.532 -25.941 -16.951
C 9.519 -24.958 -17.596
C 8.135 -24.868 -16.919
N 9.309 -25.249 -19.010
H 13.446 -25.655 -16.276
H 13.550 -26.568 -17.788
H 12.656 -27.198 -16.473
H 10.267 -26.979 -17.176
H 10.633 -25.816 -15.869
H 9.936 -23.952 -17.504
H 8.201 -24.421 -15.924
H 7.489 -25.744 -16.886
H 7.673 -24.100 -17.548
H 8.767 -26.114 -19.019
H 10.214 -25.551 -19.372
C 4.487 -19.548 -10.442
O 5.754 -19.120 -9.938
C 6.415 -18.161 -10.711
C 7.782 -17.805 -10.058
C 7.643 -17.361 -8.622
N 8.441 -16.795 -10.886
H 4.083 -20.147 -9.624
H 4.544 -20.072 -11.392
H 3.852 -18.660 -10.346
H 6.632 -18.569 -11.707
H 5.822 -17.234 -10.708
H 8.402 -18.705 -10.030
H 7.116 -16.415 -8.462
H 8.631 -17.253 -8.171
H 7.161 -18.081 -7.959
H 8.779 -17.219 -11.738
H 7.722 -16.100 -11.058
C 12.029 -16.909 -17.648
O 13.320 -17.099 -17.114
C 14.071 -18.172 -17.625
C 15.553 -17.796 -17.429
C 15.925 -16.609 -18.299
N 16.345 -19.027 -17.600
H 11.460 -16.176 -17.085
H 11.455 -17.843 -17.669
H 12.172 -16.608 -18.692
H 13.850 -19.052 -17.004
H 13.780 -18.353 -18.666
H 15.584 -17.514 -16.371
H 16.288 -16.896 -19.289
H 16.737 -16.036 -17.842
H 15.124 -15.892 -18.469
H 16.017 -19.699 -16.920
H 17.321 -18.820 -17.427
C 8.064 -21.609 -12.156
O 8.613 -20.881 -13.215
C 8.015 -21.088 -14.508
C 8.859 -20.259 -15.456
C 8.965 -18.787 -15.070
N 8.351 -20.269 -16.831
H 6.985 -21.516 -11.976
H 8.497 -21.297 -11.207
H 8.274 -22.673 -12.306
H 8.066 -22.159 -14.729
H 6.985 -20.736 -14.387
H 9.838 -20.743 -15.407
H 8.037 -18.242 -15.260
H 9.740 -18.357 -15.705
H 9.169 -18.703 -14.004
H 7.500 -19.723 -16.913
H 8.080 -21.205 -17.126
C 12.331 -18.969 -13.134
O 13.467 -19.093 -12.308
C 14.029 -17.865 -11.949
C 14.863 -17.973 -10.657
C 15.551 -16.605 -10.499
N 15.901 -18.988 -10.906
H 12.603 -18.653 -14.150
H 11.657 -18.201 -12.744
H 11.816 -19.920 -13.257
H 14.629 -17.452 -12.774
H 13.316 -17.033 -11.817
H 14.301 -18.188 -9.750
H 16.231 -16.630 -9.648
H 14.855 -15.769 -10.470
H 16.186 -16.452 -11.376
H 16.415 -18.649 -11.714
H 15.473 -19.850 -11.227
C 5.015 -20.996 -17.348
O 5.284 -19.579 -17.380
C 4.807 -18.879 -16.235
C 3.831 -17.749 -16.474
C 4.459 -16.376 -16.749
N 2.932 -17.587 -15.336
H 5.274 -21.274 -18.370
H 3.948 -21.219 -17.294
H 5.647 -21.402 -16.560
H 4.497 -19.537 -15.416
H 5.692 -18.396 -15.796
H 3.152 -18.052 -17.286
H 4.930 -16.369 -17.736
H 5.283 -16.063 -16.108
H 3.682 -15.615 -16.805
H 2.235 -16.870 -15.385
H 2.671 -18.440 -14.873
C 11.952 -21.410 -4.892
O 12.180 -20.116 -5.380
C 12.410 -20.103 -6.772
C 11.185 -20.491 -7.652
C 11.494 -20.746 -9.127
N 10.235 -19.349 -7.600
H 11.996 -21.517 -3.807
H 12.681 -22.142 -5.259
H 10.937 -21.728 -5.155
H 12.723 -19.099 -7.055
H 13.240 -20.782 -7.008
H 10.611 -21.342 -7.283
H 12.044 -21.677 -9.267
H 11.993 -19.874 -9.554
H 10.545 -20.873 -9.649
H 10.766 -18.478 -7.644
H 9.960 -19.262 -6.618
C 7.810 -29.990 -13.809
O 7.769 -28.603 -14.015
C 7.167 -27.882 -12.953
C 7.409 -26.374 -13.088
C 8.011 -25.821 -11.779
N 6.273 -25.527 -13.407
H 8.469 -30.312 -12.992
H 8.250 -30.406 -14.713
H 6.818 -30.400 -13.602
H 6.123 -28.165 -12.768
H 7.682 -28.254 -12.057
H 8.176 -26.224 -13.860
H 8.757 -26.543 -11.455
H 7.294 -25.604 -10.985
H 8.420 -24.828 -11.983
H 6.563 -24.565 -13.509
H 5.807 -25.819 -14.259
C 11.036 -10.922 -14.664
O 10.759 -12.294 -14.670
C 10.500 -12.840 -13.387
C 9.783 -14.196 -13.604
C 10.632 -15.308 -14.140
N 8.622 -13.978 -14.449
H 10.280 -10.316 -14.141
H 11.080 -10.552 -15.686
H 11.949 -10.763 -14.073
H 11.361 -12.968 -12.721
H 9.848 -12.153 -12.833
H 9.398 -14.333 -12.585
H 11.601 -15.391 -13.636
H 10.841 -15.330 -15.207
H 10.133 -16.252 -13.894
H 8.676 -13.155 -15.031
H 8.375 -14.736 -15.067
*
```

c.
A cluster of 11 separate species, C44H121N11O11 in total, computed with ωB97M-V/def2-TZVPD.

The calculation puts the orbital gap at 9.476 eV. As for the structure (SMILES): COC[C@H](C)N.COC[C@H](C)N.COC[C@H](C)N.COC[C@H](C)N.COC[C@H](C)N.COC[C@H](C)N.COC[C@H](C)N.COC[C@H](C)N.COC[C@H](C)N.COC[C@H](C)N.COC[C@H](C)N.

Geometry as ORCA input:
```
! wB97M-V def2-TZVPD RIJCOSX def2/J DEFGRID3
* xyz 0 1
C -6.329 -6.307 6.592
O -6.674 -6.633 7.890
C -7.437 -7.833 8.073
C -7.462 -8.050 9.560
C -6.099 -8.416 10.179
N -8.444 -8.999 9.799
H -5.489 -6.970 6.387
H -6.102 -5.241 6.601
H -7.194 -6.490 5.954
H -8.457 -7.749 7.699
H -7.052 -8.633 7.441
H -7.724 -7.118 10.062
H -5.604 -7.547 10.612
H -5.528 -8.993 9.452
H -6.282 -9.011 11.075
H -9.370 -8.596 9.778
H -8.569 -9.695 9.078
C 1.825 9.582 -0.138
O 2.592 9.494 -1.306
C 1.854 9.185 -2.505
C 2.788 8.479 -3.487
C 3.710 9.590 -4.138
N 2.037 7.772 -4.435
H 2.380 9.725 0.790
H 1.276 8.666 0.081
H 1.043 10.334 -0.030
H 1.123 8.490 -2.093
H 1.452 10.119 -2.899
H 3.411 7.674 -3.097
H 4.543 9.083 -4.625
H 3.968 10.326 -3.377
H 3.387 10.276 -4.920
H 2.499 7.567 -5.310
H 1.208 8.283 -4.703
C -2.432 5.762 5.782
O -3.641 6.014 5.049
C -4.017 7.453 4.975
C -5.003 7.715 3.821
C -4.585 7.206 2.476
N -5.386 9.103 3.755
H -2.327 4.678 5.727
H -2.328 5.954 6.850
H -1.640 6.218 5.188
H -4.517 7.682 5.917
H -3.132 8.087 4.913
H -5.836 7.053 4.061
H -3.575 7.392 2.110
H -5.311 7.535 1.732
H -4.611 6.117 2.524
H -4.873 9.530 2.997
H -5.098 9.754 4.471
C 0.049 -1.546 2.590
O 1.238 -1.184 1.874
C 1.500 0.192 1.683
C 0.510 0.621 0.581
C 0.763 0.083 -0.816
N 0.354 2.093 0.624
H 0.166 -2.614 2.769
H -0.842 -1.208 2.060
H 0.142 -1.065 3.564
H 1.291 0.787 2.572
H 2.537 0.461 1.481
H -0.528 0.428 0.851
H 1.688 0.403 -1.294
H -0.020 0.431 -1.490
H 0.919 -0.996 -0.851
H 1.241 2.511 0.382
H 0.182 2.370 1.580
C -5.524 0.010 -10.336
O -4.210 0.569 -10.196
C -3.226 -0.292 -9.664
C -2.566 -1.075 -10.753
C -1.526 -2.007 -10.194
N -1.822 -0.097 -11.638
H -6.066 0.306 -11.235
H -6.189 0.230 -9.501
H -5.446 -1.074 -10.410
H -2.563 0.278 -9.013
H -3.632 -0.940 -8.887
H -3.300 -1.608 -11.358
H -0.814 -1.667 -9.441
H -1.097 -2.531 -11.048
H -1.983 -2.720 -9.508
H -2.345 0.766 -11.598
H -0.882 0.046 -11.297
C 5.607 -6.816 1.137
O 5.561 -7.160 -0.275
C 6.333 -8.292 -0.736
C 5.753 -8.808 -2.043
C 5.886 -7.665 -3.200
N 4.376 -9.058 -1.867
H 6.496 -7.111 1.694
H 4.745 -7.256 1.636
H 5.492 -5.755 1.356
H 7.382 -8.017 -0.842
H 6.423 -9.011 0.078
H 6.140 -9.757 -2.416
H 6.874 -7.215 -3.287
H 5.086 -6.925 -3.195
H 5.606 -8.133 -4.144
H 4.282 -9.753 -1.140
H 3.983 -8.164 -1.611
C 1.945 -7.441 9.390
O 3.002 -8.310 9.031
C 3.422 -9.291 10.008
C 4.861 -9.700 9.620
C 5.763 -8.533 9.588
N 4.791 -10.275 8.272
H 0.974 -7.905 9.220
H 2.032 -6.437 8.976
H 1.898 -7.120 10.431
H 3.473 -8.770 10.964
H 2.824 -10.191 10.147
H 5.291 -10.413 10.324
H 5.699 -8.125 8.579
H 6.748 -8.986 9.695
H 5.600 -7.853 10.424
H 4.398 -11.205 8.300
H 4.132 -9.714 7.751
C -5.169 -6.756 -4.429
O -4.371 -6.563 -3.302
C -3.134 -7.296 -3.273
C -3.467 -8.675 -2.646
C -3.166 -8.456 -1.141
N -2.552 -9.638 -3.185
H -6.086 -6.179 -4.311
H -5.629 -7.744 -4.420
H -4.665 -6.558 -5.375
H -2.671 -7.416 -4.253
H -2.285 -6.790 -2.812
H -4.454 -9.083 -2.862
H -2.154 -8.102 -0.944
H -3.415 -9.392 -0.640
H -3.786 -7.671 -0.709
H -2.655 -10.423 -2.557
H -1.601 -9.315 -3.077
C 4.659 3.835 -9.567
O 3.963 4.280 -10.744
C 4.812 5.104 -11.490
C 3.962 6.130 -12.353
C 4.873 7.182 -13.104
N 2.850 6.661 -11.559
H 5.602 3.405 -9.904
H 4.048 3.078 -9.075
H 4.910 4.528 -8.764
H 5.443 5.679 -10.812
H 5.436 4.429 -12.075
H 3.562 5.557 -13.191
H 4.243 7.875 -13.663
H 5.472 6.686 -13.867
H 5.369 7.853 -12.404
H 2.188 6.938 -12.270
H 2.372 5.927 -11.056
C 4.819 2.144 10.264
O 4.367 1.959 11.600
C 5.366 2.351 12.557
C 4.776 2.317 13.968
C 4.582 0.798 14.469
N 3.439 2.848 13.954
H 5.242 3.131 10.076
H 3.922 1.922 9.687
H 5.614 1.477 9.930
H 6.254 1.723 12.639
H 5.575 3.370 12.233
H 5.327 2.989 14.626
H 3.947 0.619 15.337
H 5.524 0.254 14.534
H 3.979 0.339 13.686
H 2.960 2.357 13.213
H 3.482 3.839 13.763
C -3.113 10.930 -9.430
O -3.538 9.540 -9.090
C -4.417 9.449 -7.965
C -3.787 8.760 -6.752
C -3.958 7.222 -6.615
N -4.202 9.341 -5.531
H -2.688 11.530 -8.625
H -3.895 11.575 -9.829
H -2.211 10.968 -10.042
H -4.946 10.365 -7.703
H -5.196 8.788 -8.345
H -2.757 9.078 -6.912
H -4.998 6.938 -6.773
H -3.482 6.786 -5.737
H -3.407 6.782 -7.446
H -5.188 9.131 -5.474
H -3.734 8.874 -4.768
*
```

It comes down to b, which is 74.9 kcal/mol more stable than the next structure.